Entry 1
{"formula": "C19H19N3O2S", "method": "ωB97M-V/def2-TZVPD", "gap_ha": 0.325, "charge": 0, "smiles": "Cc1ccc(NC(=O)CCSc2nnc(Cc3ccccc3)o2)cc1", "spin_multiplicity": 1, "symbols": ["C", "C", "C", "C", "C", "N", "C", "O", "C", "C", "S", "C", "N", "N", "C", "C", "C", "C", "C", "C", "C", "C", "O", "C", "C", "H", "H", "H", "H", "H", "H", "H", "H", "H", "H", "H", "H", "H", "H", "H", "H", "H", "H", "H"], "positions_angstrom": [[7.330, 2.416, -0.182], [6.214, 1.418, -0.115], [5.119, 1.632, 0.713], [4.072, 0.733, 0.775], [4.105, -0.419, -0.004], [3.084, -1.379, 0.007], [1.923, -1.389, 0.715], [1.582, -0.542, 1.508], [1.047, -2.598, 0.389], [0.458, -2.501, -1.013], [-0.228, -0.839, -1.364], [-1.492, -0.826, -0.196], [-1.902, -1.810, 0.543], [-2.911, -1.322, 1.295], [-3.066, -0.081, 0.981], [-4.089, 0.861, 1.490], [-5.277, 0.833, 0.555], [-5.610, 1.938, -0.215], [-6.691, 1.886, -1.079], [-7.442, 0.728, -1.184], [-7.108, -0.380, -0.423], [-6.030, -0.329, 0.442], [-2.187, 0.307, 0.021], [5.196, -0.643, -0.838], [6.235, 0.266, -0.890], [7.044, 3.255, -0.817], [7.555, 2.808, 0.808], [8.230, 1.968, -0.596], [5.083, 2.523, 1.323], [3.232, 0.914, 1.424], [3.247, -2.158, -0.615], [1.625, -3.521, 0.475], [0.232, -2.623, 1.113], [-0.352, -3.217, -1.142], [1.207, -2.645, -1.792], [-3.663, 1.863, 1.538], [-4.385, 0.533, 2.487], [-5.024, 2.843, -0.140], [-6.945, 2.752, -1.672], [-8.283, 0.688, -1.859], [-7.688, -1.287, -0.504], [-5.757, -1.192, 1.032], [5.231, -1.535, -1.449], [7.075, 0.074, -1.543]]}

---

Entry 2
{"formula": "C19H19N3O2S", "method": "ωB97M-V/def2-TZVPD", "gap_ha": 0.325, "charge": 0, "smiles": "C=CCc1ccc(S(=O)(=O)N(C)c2ccnn2-c2ccccc2)cc1", "spin_multiplicity": 1, "symbols": ["C", "C", "C", "C", "C", "C", "C", "S", "O", "O", "N", "C", "C", "C", "C", "N", "N", "C", "C", "C", "C", "C", "C", "C", "C", "H", "H", "H", "H", "H", "H", "H", "H", "H", "H", "H", "H", "H", "H", "H", "H", "H", "H", "H"], "positions_angstrom": [[-2.940, -5.691, 2.271], [-2.219, -4.562, 2.259], [-2.799, -3.205, 2.682], [-2.334, -2.033, 1.877], [-3.258, -1.222, 1.109], [-2.942, 0.078, 0.695], [-1.626, 0.426, 0.874], [-1.042, 1.928, -0.068], [0.065, 2.527, 0.725], [-2.120, 2.867, -0.425], [-0.345, 1.193, -1.549], [-1.289, 1.042, -2.672], [0.792, 0.385, -1.483], [0.804, -0.945, -1.769], [2.130, -1.383, -1.497], [2.789, -0.483, -0.916], [2.063, 0.725, -1.071], [2.670, 2.043, -0.954], [3.781, 2.163, -0.056], [4.559, 3.281, -0.016], [4.239, 4.401, -0.849], [3.196, 4.307, -1.783], [2.410, 3.081, -1.848], [-0.635, -0.375, 1.452], [-0.962, -1.638, 1.935], [-3.956, -5.630, 2.668], [-2.474, -6.601, 2.163], [-1.195, -4.502, 1.746], [-2.448, -3.008, 3.716], [-3.841, -2.988, 2.626], [-4.232, -1.665, 1.068], [-3.630, 0.655, 0.214], [-2.109, 1.756, -2.647], [-1.841, 0.080, -2.700], [-0.731, 1.201, -3.597], [-0.050, -1.535, -1.967], [2.390, -2.422, -1.352], [4.211, 1.456, 0.644], [5.471, 3.258, 0.547], [4.902, 5.220, -0.947], [2.884, 5.018, -2.546], [1.649, 3.060, -2.630], [0.318, 0.050, 1.598], [-0.306, -2.313, 2.474]]}

---

Unit: kcal/mol. Relative energies: entry 1 0.0; entry 2 107.7.

---

Entry 1
{"formula": "C2H14N2O3", "method": "ωB97M-V/def2-TZVPD", "gap_ha": 0.375, "charge": 0, "smiles": "CNCN.O.O.O", "spin_multiplicity": 1, "symbols": ["C", "N", "C", "N", "H", "H", "H", "H", "H", "H", "H", "H", "O", "H", "H", "O", "H", "H", "O", "H", "H"], "positions_angstrom": [[-2.268, 0.333, 1.962], [-2.109, -0.294, 0.590], [-1.555, -1.627, 0.850], [-1.480, -2.515, -0.304], [-2.830, 1.253, 1.813], [-2.699, -0.413, 2.622], [-1.297, 0.716, 2.269], [-3.063, -0.388, 0.261], [-2.181, -2.172, 1.564], [-0.561, -1.412, 1.254], [-0.940, -2.070, -1.040], [-0.987, -3.344, -0.011], [-0.751, 2.274, 0.350], [-1.187, 1.398, 0.347], [-0.464, 2.366, -0.568], [3.293, -1.167, -1.209], [2.864, -0.328, -1.419], [2.991, -1.737, -1.919], [3.747, 2.368, -1.741], [3.828, 3.125, -2.346], [4.081, 2.781, -0.939]]}

---

Entry 2
{"formula": "C2H14N2O3", "method": "ωB97M-V/def2-TZVPD", "gap_ha": 0.386, "charge": 0, "smiles": "CNCN.O.O.O", "spin_multiplicity": 1, "symbols": ["C", "N", "C", "N", "H", "H", "H", "H", "H", "H", "H", "H", "O", "H", "H", "O", "H", "H", "O", "H", "H"], "positions_angstrom": [[-0.739, -1.167, 1.939], [-0.672, -0.202, 0.842], [-1.080, -0.772, -0.458], [-1.660, 0.224, -1.303], [-0.324, -2.111, 1.600], [-0.166, -0.890, 2.814], [-1.772, -1.377, 2.214], [-1.445, 0.457, 0.953], [-1.792, -1.582, -0.277], [-0.244, -1.338, -0.873], [-1.005, 0.612, -1.961], [-2.503, -0.115, -1.727], [0.881, 2.136, 1.969], [0.437, 1.321, 1.690], [0.578, 2.321, 2.861], [2.372, -1.146, -2.215], [2.765, -1.189, -3.098], [2.169, -0.205, -2.089], [1.624, 1.537, -1.259], [1.151, 1.033, -0.584], [1.423, 2.453, -1.037]]}

---

Entry 3
{"formula": "C2H14N2O3", "method": "ωB97M-V/def2-TZVPD", "gap_ha": 0.299, "charge": 0, "smiles": "CNCN.O.O.O", "spin_multiplicity": 1, "symbols": ["C", "N", "C", "N", "H", "H", "H", "H", "H", "H", "H", "H", "O", "H", "H", "O", "H", "H", "O", "H", "H"], "positions_angstrom": [[-0.428, 0.900, 1.969], [-0.930, 0.624, 0.635], [-1.574, 1.682, -0.107], [-1.157, 1.739, -1.522], [-1.076, 1.636, 2.434], [-0.402, -0.039, 2.523], [0.619, 1.238, 2.013], [-0.444, -0.095, 0.139], [-1.335, 2.659, 0.309], [-2.654, 1.512, -0.170], [-0.153, 1.856, -1.540], [-1.438, 0.924, -2.027], [2.246, -0.164, -0.349], [3.096, -0.603, -0.483], [2.411, 0.282, 0.448], [0.616, -1.706, -2.634], [0.199, -2.327, -2.039], [1.426, -1.368, -2.239], [0.510, -2.710, 1.165], [-0.218, -3.336, 1.251], [0.688, -2.705, 0.225]]}

---

Unit: kcal/mol. Relative energies: entry 1 10.2; entry 2 0.0; entry 3 14.6.

---

Entry 1
{"formula": "C22H46N3OP2SeY", "method": "ωB97M-V/def2-TZVPD", "gap_ha": 0.248, "charge": 2, "spin_multiplicity": 1, "symbols": ["Y", "P", "P", "N", "C", "H", "H", "C", "H", "H", "C", "H", "H", "C", "H", "H", "C", "C", "H", "H", "H", "C", "C", "H", "H", "H", "C", "C", "H", "H", "H", "C", "C", "H", "H", "H", "C", "C", "H", "H", "H", "C", "H", "H", "H", "C", "H", "H", "H", "C", "H", "H", "H", "H", "H", "H", "H", "O", "H", "H", "C", "N", "C", "C", "N", "C", "C", "Se", "H", "H", "H", "H", "H", "H", "H", "H"], "positions_angstrom": [[-0.226, 0.136, 0.147], [0.056, 1.878, -1.786], [-0.438, -2.194, 1.311], [-1.853, -0.627, -1.123], [-1.496, 1.294, -2.670], [-1.955, 2.179, -3.143], [-1.104, 0.639, -3.466], [-2.510, 0.494, -1.808], [-2.970, 1.183, -1.063], [-3.334, 0.167, -2.475], [-2.750, -1.476, -0.327], [-3.588, -1.901, -0.918], [-3.221, -0.869, 0.480], [-1.977, -2.652, 0.328], [-1.583, -3.310, -0.465], [-2.619, -3.254, 0.995], [-0.966, -1.729, 3.027], [0.045, -0.852, 3.793], [-0.398, -0.545, 4.753], [0.294, 0.084, 3.264], [0.983, -1.393, 3.988], [0.920, -3.360, 1.096], [2.166, -2.992, 1.925], [2.998, -3.655, 1.635], [1.981, -3.106, 3.004], [2.495, -1.957, 1.739], [1.545, 1.759, -2.799], [2.809, 2.266, -2.077], [3.692, 2.029, -2.693], [2.953, 1.774, -1.101], [2.772, 3.353, -1.914], [-0.340, 3.472, -0.930], [0.618, 3.826, 0.227], [0.260, 4.743, 0.719], [1.643, 4.002, -0.131], [0.662, 3.051, 1.012], [2.064, 0.565, 1.075], [0.396, -4.774, 1.325], [0.138, -4.925, 2.381], [-0.500, -4.958, 0.720], [1.158, -5.506, 1.027], [1.278, 2.418, -4.149], [2.105, 2.200, -4.838], [0.357, 2.024, -4.597], [1.173, 3.505, -4.036], [-0.428, 4.558, -1.995], [-0.876, 5.466, -1.568], [0.573, 4.809, -2.372], [-1.060, 4.245, -2.837], [-1.354, -3.002, 3.765], [-0.457, -3.585, 4.020], [-1.888, -2.755, 4.696], [-2.025, -3.627, 3.159], [-1.859, -1.096, 2.855], [-1.337, 3.291, -0.481], [1.195, -3.246, 0.030], [1.674, 0.672, -2.951], [3.013, 0.884, 1.647], [0.806, -1.589, -2.394], [1.432, -1.559, -1.944], [-2.730, 0.682, 5.075], [-2.292, 1.965, 4.616], [-2.203, 3.055, 5.485], [-1.965, 4.140, 4.736], [-1.899, 3.738, 3.406], [-1.853, 4.672, 2.329], [-2.084, 2.376, 3.314], [-2.134, 1.422, 1.718], [-2.016, 0.298, 5.815], [-2.793, -0.012, 4.227], [-3.710, 0.787, 5.567], [-2.349, 2.911, 6.533], [-1.852, 5.184, 4.969], [-2.708, 5.361, 2.404], [-0.927, 5.257, 2.391], [-1.880, 4.135, 1.370]]}

---

Entry 2
{"formula": "C22H46N3OP2SeY", "method": "ωB97M-V/def2-TZVPD", "gap_ha": [0.216, 0.181], "charge": 2, "spin_multiplicity": 1, "symbols": ["Y", "P", "P", "N", "C", "H", "H", "C", "H", "H", "C", "H", "H", "C", "H", "H", "C", "C", "H", "H", "H", "C", "C", "H", "H", "H", "C", "C", "H", "H", "H", "C", "C", "H", "H", "H", "C", "O", "C", "H", "H", "H", "C", "H", "H", "H", "C", "H", "H", "H", "C", "H", "H", "H", "H", "H", "H", "H", "H", "H", "C", "N", "C", "C", "N", "C", "C", "Se", "H", "H", "H", "H", "H", "H", "H", "H"], "positions_angstrom": [[0.107, 0.049, -0.789], [0.070, -1.878, -1.892], [0.293, 2.206, -0.285], [0.537, 0.796, -2.877], [1.017, -1.536, -3.498], [1.847, -2.253, -3.611], [0.341, -1.687, -4.359], [1.553, -0.098, -3.485], [2.467, -0.029, -2.872], [1.802, 0.233, -4.516], [0.793, 2.260, -2.989], [-0.174, 2.744, -3.210], [1.464, 2.462, -3.846], [1.367, 2.828, -1.691], [1.448, 3.929, -1.745], [2.378, 2.423, -1.514], [1.142, 2.805, 1.289], [1.943, 1.701, 1.999], [2.913, 1.507, 1.509], [1.371, 0.758, 2.038], [2.150, 2.009, 3.040], [-1.245, 3.286, -0.399], [-2.266, 2.846, 0.663], [-3.269, 2.748, 0.210], [-2.341, 3.588, 1.478], [-1.983, 1.873, 1.098], [-1.541, -2.612, -2.540], [-2.189, -3.495, -1.463], [-3.276, -3.625, -1.624], [-2.032, -3.042, -0.467], [-1.735, -4.503, -1.471], [1.048, -3.335, -1.205], [0.608, -3.727, 0.214], [1.410, -4.309, 0.704], [-0.304, -4.347, 0.209], [0.406, -2.835, 0.826], [1.769, -0.268, -0.247], [2.880, -0.522, 0.075], [-1.000, 4.801, -0.375], [0.035, 5.040, -0.069], [-1.181, 5.272, -1.356], [-1.675, 5.283, 0.356], [-1.268, -3.429, -3.813], [-1.819, -4.385, -3.785], [-1.598, -2.866, -4.705], [-0.196, -3.657, -3.937], [1.124, -4.543, -2.149], [1.768, -5.327, -1.711], [0.127, -4.989, -2.313], [1.545, -4.279, -3.136], [0.096, 3.416, 2.239], [-0.716, 2.711, 2.480], [0.567, 3.712, 3.191], [-0.350, 4.315, 1.776], [1.844, 3.599, 0.972], [2.058, -2.886, -1.119], [-1.652, 2.997, -1.387], [-2.217, -1.769, -2.776], [-0.368, 0.599, -3.314], [-1.477, 0.384, -1.230], [-2.749, 0.799, 3.899], [-1.365, 0.366, 4.083], [-0.629, 0.582, 5.191], [0.585, -0.045, 5.035], [0.606, -0.650, 3.831], [1.726, -1.456, 3.349], [-0.586, -0.361, 3.243], [-1.160, -0.979, 1.687], [-2.839, 1.477, 3.038], [-3.112, 1.341, 4.799], [-3.399, -0.087, 3.738], [-0.961, 1.130, 6.063], [1.388, -0.077, 5.760], [2.651, -0.843, 3.333], [1.883, -2.321, 4.028], [1.546, -1.828, 2.331]]}

---

Unit: kcal/mol. Relative energies: entry 1 0.0; entry 2 265.9.